The following is a quantum chemistry calculation of 8 unconnected molecules or ions with the total composition C57H94N5O17 at a distorted geometry, from the Open Molecules 2025 dataset.

- Molecular weight: 1121.40 g/mol
- HOMO energy: -11.3 eV
- Calculated total energy: -3780.95631 Ha
- Total charge: +1
- Max |F|: 0.08018 hartree/bohr
- Orbital gap: 9.3 eV

Element x y z (Å)
1 C -3.265 -4.569 2.157
2 N -2.496 -3.333 1.999
3 C -1.812 -3.264 0.730
4 C -0.365 -2.684 0.872
5 N 0.196 -3.283 2.035
6 C 0.380 -4.738 2.017
7 C 1.446 -2.665 2.466
8 C 2.784 -3.109 1.907
9 O 1.441 -1.794 3.316
10 C -0.558 -1.154 0.992
11 N -1.893 -0.637 1.265
12 C -2.673 -0.100 0.153
13 C -1.922 0.221 2.411
14 C -1.996 1.715 2.223
15 O -1.878 -0.252 3.536
16 C 0.354 -0.569 -0.120
17 O 0.334 0.764 -0.452
18 C 0.941 1.538 0.579
19 C 2.445 1.742 0.315
20 C 3.252 0.816 1.240
21 C 2.811 1.466 -1.140
22 C 4.337 1.616 -1.338
23 C 4.588 2.402 -2.634
24 C 5.045 0.261 -1.468
25 C 0.381 -1.575 -1.291
26 C -0.827 -1.346 -2.164
27 C -0.748 -1.845 -3.578
28 C -1.865 -1.816 -4.287
29 C -1.919 -2.281 -5.526
30 C -0.827 -2.790 -6.092
31 C -0.846 -3.362 -7.479
32 C 0.308 -2.797 -5.418
33 C 0.337 -2.335 -4.178
34 N 0.404 -2.812 -0.455
35 C 0.400 -4.083 -1.244
36 C 1.793 -4.639 -1.495
37 N 2.728 -3.629 -2.006
38 H -4.105 -4.340 2.790
39 H -3.681 -4.939 1.225
40 H -2.702 -5.334 2.673
41 H -3.156 -2.576 2.057
42 H -1.776 -4.282 0.376
43 H -2.374 -2.726 -0.021
44 H -0.541 -5.290 2.021
45 H 0.891 -5.003 2.926
46 H 1.013 -5.111 1.223
47 H 2.686 -3.764 1.051
48 H 3.361 -2.245 1.631
49 H 3.302 -3.653 2.681
50 H -0.033 -0.843 1.879
51 H -2.150 0.580 -0.512
52 H -3.499 0.454 0.564
53 H -3.136 -0.857 -0.457
54 H -1.774 2.001 1.209
55 H -1.329 2.190 2.912
56 H -3.016 2.017 2.391
57 H 1.360 -0.719 0.299
58 H 0.467 2.501 0.625
59 H 0.782 1.075 1.543
60 H 2.745 2.758 0.517
61 H 4.257 1.168 1.371
62 H 2.737 0.672 2.174
63 H 3.307 -0.158 0.766
64 H 2.353 2.172 -1.810
65 H 2.594 0.452 -1.432
66 H 4.793 2.176 -0.536
67 H 3.957 1.978 -3.396
68 H 5.628 2.330 -2.906
69 H 4.303 3.426 -2.467
70 H 5.347 0.087 -2.488
71 H 4.399 -0.561 -1.188
72 H 5.904 0.199 -0.818
73 H 1.304 -1.391 -1.801
74 H -1.039 -0.293 -2.202
75 H -1.670 -1.838 -1.699
76 H -2.759 -1.421 -3.840
77 H -2.849 -2.238 -6.049
78 H -0.112 -2.870 -8.091
79 H -1.841 -3.251 -7.874
80 H -0.636 -4.413 -7.386
81 H 1.190 -3.203 -5.856
82 H 1.281 -2.368 -3.664
83 H 1.374 -2.775 -0.136
84 H -0.126 -4.876 -0.751
85 H -0.068 -3.971 -2.205
86 H 2.164 -5.202 -0.647
87 H 1.644 -5.365 -2.277
88 H 3.459 -4.099 -2.521
89 H 3.233 -3.247 -1.213
90 O 0.524 4.544 -3.218
91 C -0.493 4.779 -2.636
92 O -0.867 6.030 -2.291
93 C -2.080 5.990 -1.510
94 C -2.732 4.664 -1.865
95 C -1.522 3.775 -2.141
96 H -1.812 6.057 -0.453
97 H -2.702 6.843 -1.766
98 H -3.389 4.286 -1.084
99 H -3.321 4.771 -2.768
100 H -1.142 3.298 -1.236
101 H -1.723 3.025 -2.901
102 O 4.755 0.640 3.862
103 C 4.442 -0.055 4.786
104 O 4.902 -1.320 4.955
105 C 4.256 -1.922 6.099
106 C 3.777 -0.758 6.951
107 C 3.470 0.301 5.895
108 H 3.431 -2.542 5.741
109 H 4.972 -2.553 6.620
110 H 2.931 -1.009 7.586
111 H 4.586 -0.412 7.595
112 H 2.451 0.214 5.513
113 H 3.653 1.302 6.267
114 O -4.383 -2.438 -2.008
115 C -5.133 -3.065 -2.702
116 O -6.455 -2.807 -2.809
117 C -7.080 -3.821 -3.632
118 C -5.959 -4.404 -4.478
119 C -4.763 -4.275 -3.538
120 H -7.534 -4.564 -2.976
121 H -7.859 -3.358 -4.232
122 H -6.157 -5.419 -4.811
123 H -5.801 -3.785 -5.363
124 H -4.665 -5.139 -2.879
125 H -3.833 -4.102 -4.074
126 O 10.240 -0.955 8.403
127 C 9.569 -0.549 7.505
128 O 8.214 -0.472 7.574
129 C 7.678 -0.051 6.308
130 C 8.822 0.665 5.603
131 C 10.040 -0.092 6.134
132 H 7.342 -0.934 5.762
133 H 6.825 0.604 6.477
134 H 8.730 0.657 4.520
135 H 8.866 1.705 5.929
136 H 10.271 -0.971 5.533
137 H 10.916 0.543 6.222
138 O -5.711 5.701 -1.969
139 C -5.832 5.735 -3.158
140 O -5.036 5.028 -4.011
141 C -5.362 5.374 -5.376
142 C -6.776 5.916 -5.324
143 C -6.823 6.570 -3.947
144 H -4.644 6.117 -5.730
145 H -5.288 4.486 -5.997
146 H -7.005 6.592 -6.145
147 H -7.484 5.092 -5.359
148 H -6.473 7.603 -3.970
149 H -7.809 6.519 -3.494
150 O -7.190 2.831 -5.897
151 C -6.711 1.769 -5.640
152 O -6.101 0.996 -6.571
153 C -5.730 -0.269 -5.996
154 C -5.652 -0.021 -4.496
155 C -6.716 1.058 -4.297
156 H -6.498 -1.002 -6.258
157 H -4.781 -0.591 -6.418
158 H -5.815 -0.912 -3.900
159 H -4.669 0.380 -4.241
160 H -7.705 0.628 -4.133
161 H -6.469 1.746 -3.495
162 O 2.487 2.085 9.376
163 C 2.723 3.038 8.700
164 O 2.759 2.976 7.340
165 C 3.176 4.247 6.800
166 C 2.862 5.266 7.889
167 C 3.063 4.443 9.162
168 H 4.243 4.194 6.575
169 H 2.631 4.439 5.880
170 H 3.483 6.157 7.833
171 H 1.820 5.577 7.815
172 H 4.099 4.458 9.501
173 H 2.402 4.752 9.965